[1]
Here is a 2-piece molecular cluster, C3H7NO overall at a distorted geometry from OMol25. Energies are from ωB97M-V/def2-TZVPD.

The LUMO energy comes out at 0.09 eV. The value obtained for the strongest force on any atom is 2.45 eV/Å. Its net charge is 0. For the relative energy (zero: lowest compared OMol25 entry of this formula, charge and spin), the calculation gives 580.8 kJ/mol. The calculation puts the highest occupied orbital energy at -7.36 eV.

Each line ends with the Mulliken charge.
Positions of all 12 atoms, in Å:
C  -2.29  0.59  0.22  -0.191
C  1.42  -1.36  0.03  -0.542
C  1.64  0.89  -0.49  -0.315
N  -1.97  -0.27  1.09  -0.538
O  1.86  -0.14  0.29  -0.179
H  -1.92  0.85  -0.76  0.214
H  -2.91  1.44  0.55  0.226
H  1.57  -2.12  0.77  0.306
H  -1.22  -0.86  0.73  0.293
H  0.86  -1.69  -0.93  0.286
H  0.88  0.74  -1.29  0.204
H  2.08  1.92  -0.22  0.235

---

[2]
Here is one molecule with the formula C5H8O at a distorted geometry from OMol25. Energies are from ωB97M-V/def2-TZVPD.

As for the SMILES: C=CC(O)C=C. The LUMO energy comes out at 0.95 eV. The value obtained for the strongest force on any atom is 10.06 eV/Å. Its net charge is 0. For the relative energy (zero: lowest compared OMol25 entry of this formula, charge and spin), the calculation gives 462.3 kJ/mol. The calculation puts the highest occupied orbital energy at -9.73 eV.

Each line ends with the Mulliken charge.
Positions of all 14 atoms, in Å:
C  1.08  -0.47  1.69  -0.538
C  -0.08  0.01  1.54  -0.463
C  -0.60  0.50  0.15  0.168
O  -1.67  -0.49  -0.06  -0.597
C  0.38  0.78  -1.18  -0.691
C  0.15  -0.08  -2.19  -0.445
H  1.54  -0.43  2.82  0.205
H  1.83  -0.50  0.94  0.356
H  -1.01  0.24  2.17  0.302
H  -1.22  1.37  0.22  0.339
H  -1.29  -1.43  0.41  0.389
H  0.97  1.52  -1.10  0.583
H  0.43  0.09  -3.34  0.232
H  -0.51  -1.10  -2.07  0.162

---

[3]
Here is one molecule with the formula C3H5N3O at a distorted geometry from OMol25. Energies are from ωB97M-V/def2-TZVPD.

As for the SMILES: Nc1nc(O)c[nH]1. The LUMO energy comes out at 0.86 eV. The value obtained for the strongest force on any atom is 1.89 eV/Å. Its net charge is 0. For the relative energy (zero: lowest compared OMol25 entry of this formula, charge and spin), the calculation gives 154.9 kJ/mol. The calculation puts the highest occupied orbital energy at -8.32 eV.

Each line ends with the Mulliken charge.
Positions of all 12 atoms, in Å:
N  1.25  1.80  0.13  -0.512
C  0.50  0.65  0.05  0.336
N  0.06  -0.11  1.02  -0.628
C  -0.72  -1.04  0.36  0.653
O  -1.39  -1.97  1.07  -0.503
C  -0.72  -0.87  -0.98  -0.503
N  0.17  0.21  -1.24  -0.409
H  1.54  1.96  1.08  0.299
H  0.69  2.58  -0.21  0.252
H  -1.17  -1.83  2.00  0.363
H  -1.24  -1.40  -1.77  0.392
H  1.17  -0.13  -1.23  0.261

---

[4]
Here is C9H16Cl3N2O3S3SbZr as an isolated structure at a distorted geometry from OMol25. Energies are from ωB97M-V/def2-TZVPD.

The LUMO energy (alpha / beta) comes out at -3.28 / -4.33 eV. Its spin multiplicity is 2. The value obtained for the strongest force on any atom is 1.43 eV/Å. Its net charge is +1. Its expectation value of S² is 0.76. For the relative energy (zero: lowest compared OMol25 entry of this formula, charge and spin), the calculation gives 0.0 kJ/mol. The calculation puts the highest occupied orbital energy (alpha / beta) at -10.93 / -11.58 eV.

Each line ends with the Mulliken charge.
Positions of all 38 atoms, in Å:
Zr  -0.58  1.10  -0.65  0.545
Cl  -2.59  0.52  1.51  -0.024
C  -2.52  -1.26  1.44  -0.179
Cl  -0.83  -1.75  1.25  -0.064
H  -3.07  -1.57  0.56  0.161
H  -2.91  -1.66  2.37  0.403
S  -2.49  2.69  -1.45  -0.282
Sb  -0.60  4.23  -1.46  0.568
S  -1.07  3.35  0.76  -0.228
S  1.07  2.59  -1.89  -0.381
C  2.05  1.28  4.52  -0.880
N  1.89  1.18  3.08  0.098
C  2.90  1.04  2.17  -0.737
C  2.31  0.96  0.95  -0.637
N  0.95  1.05  1.11  0.624
C  0.74  1.18  2.41  -0.449
H  2.93  1.87  4.75  0.341
H  2.15  0.29  4.96  0.325
H  1.18  1.77  4.95  0.325
H  3.94  1.02  2.46  0.459
H  2.76  0.88  -0.02  0.474
H  -0.22  1.29  2.88  0.449
Cl  -3.76  -2.16  -2.80  -0.169
C  -2.79  -0.87  -3.53  -0.534
C  -1.87  -0.23  -2.53  0.538
O  -2.00  -0.40  -1.28  -0.314
O  -0.95  0.53  -2.92  -0.405
H  -3.45  -0.10  -3.92  0.325
H  -2.21  -1.26  -4.36  0.358
C  0.52  -2.69  -2.01  -0.884
C  1.46  -1.77  -1.25  -0.516
O  1.06  -0.38  -1.38  -0.097
H  0.85  -3.72  -1.88  0.442
H  0.54  -2.46  -3.07  0.316
H  -0.50  -2.61  -1.63  0.085
H  2.48  -1.86  -1.62  0.337
H  1.46  -1.97  -0.19  0.316
H  1.17  -0.10  -2.30  0.291

---

[5]
Here is C42H49BFN12O3Pt as an isolated structure at a distorted geometry from OMol25. Energies are from ωB97M-V/def2-TZVPD.

The LUMO energy (alpha / beta) comes out at -7.79 / -10.49 eV. Its spin multiplicity is 5. The value obtained for the strongest force on any atom is 1.38 eV/Å. Its net charge is +3. Its expectation value of S² is 6.05. The calculation puts the highest occupied orbital energy (alpha / beta) at -14.06 / -14.29 eV.

Each line ends with the Mulliken charge.
Positions of all 109 atoms, in Å:
Pt  -0.01  0.12  -0.19  2.122
C  2.75  -2.17  0.19  -1.376
C  3.02  -0.71  0.23  0.694
C  4.24  -0.02  0.33  -1.176
C  3.92  1.32  0.32  0.764
C  4.84  2.51  0.39  -1.406
N  2.58  1.44  0.23  0.657
N  2.05  0.19  0.17  0.035
B  1.73  2.71  -0.01  -1.168
N  0.58  2.75  1.05  1.296
N  0.04  1.57  1.43  -0.591
C  -0.70  1.78  2.53  0.494
C  -1.29  0.64  3.30  -1.119
C  -0.66  3.14  2.84  -1.396
C  0.17  3.72  1.89  0.731
C  0.59  5.15  1.76  -1.394
N  1.10  2.62  -1.43  1.468
N  0.70  1.39  -1.86  -0.628
C  0.20  1.54  -3.09  0.495
C  -0.32  0.36  -3.85  -0.872
C  0.33  2.87  -3.47  -1.515
C  0.91  3.52  -2.39  0.898
C  1.29  4.96  -2.23  -1.300
H  3.68  -2.74  0.19  0.397
H  2.20  -2.44  -0.71  0.259
H  2.16  -2.48  1.06  0.246
H  5.23  -0.45  0.40  0.480
H  5.86  2.17  0.52  0.388
H  4.58  3.15  1.23  0.302
H  4.78  3.10  -0.52  0.296
H  2.40  3.70  0.08  -0.166
H  -1.37  -0.26  2.68  0.137
H  -2.27  0.89  3.71  0.358
H  -0.65  0.39  4.14  0.365
H  -1.12  3.63  3.68  0.564
H  0.42  5.68  2.69  0.410
H  0.00  5.64  0.98  0.194
H  1.64  5.24  1.49  0.302
H  -0.76  -0.38  -3.17  -0.174
H  0.48  -0.13  -4.40  0.357
H  -1.08  0.67  -4.57  0.386
H  0.08  3.31  -4.43  0.543
H  1.17  5.48  -3.18  0.413
H  2.32  5.06  -1.91  0.287
H  0.66  5.45  -1.49  0.159
C  -8.05  -2.63  1.91  -1.096
C  -7.83  -2.34  0.43  -0.834
N  -6.42  -2.00  0.09  0.425
C  -6.06  0.25  0.87  -1.358
C  -3.49  0.91  -0.63  0.729
C  -3.54  2.43  -0.50  0.023
O  -4.26  3.30  -0.24  -0.456
O  -2.16  2.49  -0.84  -0.131
C  -3.17  -1.25  0.48  -0.210
O  -1.99  -1.43  0.24  -1.124
C  -4.01  -2.55  0.53  0.909
C  -3.21  -3.61  0.87  -0.044
C  -3.66  -4.92  0.99  0.132
F  -2.75  -5.84  1.25  -0.325
C  -5.01  -5.29  0.78  -0.201
C  -5.83  -4.24  0.46  -1.472
C  -5.42  -2.87  0.34  0.265
N  -5.46  -6.60  0.88  0.234
C  -4.71  -7.65  1.58  -0.616
C  -5.68  -8.62  2.25  -0.996
N  -6.62  -9.19  1.22  -0.145
C  -7.37  -8.09  0.52  -0.742
C  -6.37  -7.15  -0.12  -0.544
H  -9.11  -2.83  2.06  0.444
H  -7.78  -1.77  2.51  0.352
H  -7.48  -3.49  2.26  0.292
H  -8.42  -1.47  0.14  0.515
H  -8.17  -3.15  -0.22  0.522
H  -6.97  0.57  1.37  0.664
H  -2.16  -3.44  1.04  0.756
H  -6.87  -4.46  0.28  0.664
H  -4.11  -7.23  2.38  0.454
H  -4.04  -8.19  0.91  0.450
H  -6.29  -8.13  3.00  0.364
H  -5.14  -9.45  2.71  0.463
H  -7.27  -9.86  1.65  0.360
H  -6.09  -9.73  0.53  0.394
H  -7.96  -7.58  1.29  0.369
H  -8.04  -8.53  -0.21  0.425
H  -6.90  -6.37  -0.64  0.354
H  -5.79  -7.70  -0.88  0.280
C  -4.88  0.51  1.41  -1.379
C  -3.59  0.19  0.73  2.241
N  -2.06  1.14  -1.02  0.268
C  -4.24  0.22  -1.72  -1.055
C  -5.35  -0.50  -1.59  0.954
C  -6.24  -0.59  -0.37  -0.619
C  -5.94  -1.16  -2.78  -1.759
C  -5.34  -1.96  -3.65  -1.072
C  -3.94  -2.45  -3.63  0.815
C  -3.34  -2.83  -4.81  -0.817
C  -2.02  -3.25  -4.75  -0.392
N  -1.35  -3.32  -3.60  -0.502
C  -2.04  -2.96  -2.52  -0.567
N  -3.30  -2.53  -2.46  0.189
H  -4.83  1.05  2.35  0.643
H  -2.77  0.59  1.33  -1.116
H  -3.79  0.29  -2.70  0.737
H  -7.23  -0.34  -0.77  1.045
H  -6.99  -0.92  -2.97  0.525
H  -5.92  -2.27  -4.51  0.506
H  -3.87  -2.78  -5.76  0.501
H  -1.48  -3.53  -5.65  0.434
H  -1.51  -3.03  -1.58  0.656